# 1
{
  "formula": "C48H42N8O3RuS",
  "method": "ωB97M-V/def2-TZVPD",
  "elements": ["Ru", "C", "C", "C", "C", "C", "C", "N", "C", "C", "C", "C", "C", "N", "C", "C", "C", "C", "C", "C", "N", "H", "H", "H", "H", "H", "H", "H", "H", "H", "H", "H", "H", "H", "H", "H", "O", "C", "O", "C", "C", "C", "C", "C", "C", "N", "C", "C", "C", "C", "C", "C", "N", "H", "H", "H", "H", "H", "H", "H", "H", "H", "H", "C", "C", "N", "C", "C", "C", "C", "C", "C", "C", "C", "N", "C", "N", "H", "H", "H", "H", "H", "H", "H", "H", "H", "C", "S", "O", "C", "C", "C", "C", "C", "C", "H", "H", "H", "H", "H", "H", "H", "H"],
  "xyz": [[-0.724, 0.005, 0.084], [-1.839, -3.019, 1.905], [-1.665, -1.793, 2.751], [-1.727, -1.937, 4.134], [-1.683, -0.827, 4.947], [-1.582, 0.417, 4.357], [-1.481, 0.506, 2.983], [-1.502, -0.583, 2.177], [-1.388, 1.835, 2.321], [-1.665, 3.007, 3.004], [-1.694, 4.206, 2.318], [-1.492, 4.198, 0.952], [-1.224, 2.999, 0.315], [-1.126, 1.844, 1.001], [-1.145, 2.900, -1.166], [-1.070, 4.024, -1.969], [-1.118, 3.864, -3.346], [-1.231, 2.592, -3.865], [-1.261, 1.499, -3.003], [-1.363, 0.108, -3.564], [-1.214, 1.656, -1.672], [-2.384, -3.776, 2.466], [-0.876, -3.452, 1.623], [-2.404, -2.789, 1.011], [-1.836, -2.929, 4.553], [-1.747, -0.922, 6.025], [-1.560, 1.301, 4.976], [-1.896, 2.993, 4.058], [-1.923, 5.130, 2.835], [-1.593, 5.115, 0.387], [-0.977, 5.015, -1.546], [-1.075, 4.728, -3.999], [-1.285, 2.428, -4.934], [-0.935, 0.058, -4.566], [-2.412, -0.188, -3.642], [-0.854, -0.605, -2.919], [-8.801, 2.182, -0.966], [-7.590, 2.623, -0.590], [-7.433, 3.748, -0.225], [-6.425, 1.656, -0.626], [-5.316, 2.002, 0.123], [-4.185, 1.208, 0.099], [-4.124, 0.069, -0.688], [-5.244, -0.291, -1.428], [-6.383, 0.499, -1.397], [-2.877, -0.650, -0.695], [-2.759, -1.733, -1.304], [-1.486, -2.472, -1.274], [-1.384, -3.737, -1.809], [-0.224, -4.471, -1.605], [0.788, -3.905, -0.855], [0.630, -2.610, -0.393], [-0.473, -1.892, -0.627], [-8.821, 1.244, -1.173], [-5.360, 2.907, 0.718], [-3.329, 1.462, 0.701], [-5.257, -1.183, -2.043], [-7.228, 0.203, -2.010], [-3.596, -2.205, -1.816], [-2.228, -4.148, -2.353], [-0.124, -5.476, -1.998], [1.682, -4.464, -0.610], [1.379, -2.110, 0.202], [2.880, 2.306, -1.509], [1.788, 1.704, -0.870], [1.269, 0.513, -1.212], [1.890, -0.161, -2.171], [3.008, 0.373, -2.905], [3.470, 1.660, -2.557], [3.551, -0.249, -4.100], [4.155, -1.449, -4.209], [4.457, -2.324, -3.084], [5.026, -3.574, -3.288], [5.298, -4.334, -2.157], [5.027, -3.900, -0.925], [4.464, -2.696, -0.817], [4.192, -1.898, -1.845], [3.217, 3.285, -1.194], [1.296, 2.214, -0.054], [1.436, -1.086, -2.505], [4.278, 2.122, -3.113], [3.549, 0.384, -4.986], [4.540, -1.759, -5.174], [5.251, -3.932, -4.285], [5.746, -5.319, -2.237], [4.240, -2.333, 0.176], [2.111, 2.176, 2.982], [1.785, 0.418, 2.977], [1.456, 0.043, 1.530], [3.405, -0.176, 3.377], [4.544, 0.255, 2.697], [5.783, -0.214, 3.099], [5.879, -1.103, 4.169], [4.741, -1.529, 4.836], [3.491, -1.061, 4.443], [3.011, 2.402, 2.410], [2.235, 2.489, 4.021], [1.236, 2.665, 2.547], [4.467, 0.948, 1.866], [6.679, 0.126, 2.595], [6.854, -1.454, 4.489], [4.823, -2.221, 5.666], [2.593, -1.378, 4.966]],
  "forces_ev_per_angstrom": [[1.48, 1.84, -1.01], [0.14, 0.05, 0.07], [-0.06, -0.15, -0.23], [-0.02, -0.04, 0.05], [-0.04, -0.17, 0.19], [0.06, 0.17, -0.01], [0.13, 0.25, -0.08], [0.00, 0.18, -0.18], [-0.08, -0.31, 0.14], [-0.01, 0.07, 0.11], [-0.03, 0.08, 0.06], [-0.02, 0.14, -0.07], [0.10, -0.01, -0.44], [0.09, -0.04, 0.05], [-0.03, 0.05, 0.42], [-0.02, -0.01, 0.02], [0.00, 0.07, -0.07], [0.00, 0.04, 0.04], [0.01, -0.60, 0.00], [0.01, 0.14, 0.03], [0.05, -0.63, 0.56], [0.02, 0.02, -0.01], [-0.06, 0.04, 0.02], [-0.08, 0.00, -0.03], [-0.02, 0.07, -0.04], [0.01, 0.00, -0.09], [0.01, -0.03, -0.02], [0.00, -0.01, -0.03], [0.02, -0.06, -0.03], [0.02, -0.10, 0.04], [-0.02, -0.10, -0.01], [0.01, -0.06, 0.03], [0.01, -0.02, 0.10], [-0.01, 0.02, 0.11], [-0.01, 0.03, -0.02], [0.06, 0.02, -0.06], [0.23, 0.21, 0.02], [-0.30, -0.29, -0.04], [0.12, 0.17, 0.05], [-0.21, -0.01, -0.22], [0.22, 0.08, 0.22], [0.08, 0.14, 0.16], [0.16, 0.13, 0.11], [-0.04, -0.26, -0.24], [-0.04, -0.09, -0.03], [-0.14, 1.58, 0.87], [0.22, -1.75, -0.85], [-0.80, 0.03, -0.39], [-0.24, -0.29, -0.17], [-0.06, -0.09, -0.09], [0.11, -0.08, 0.10], [0.21, 0.22, 0.06], [0.54, -0.16, 0.21], [0.01, -0.16, 0.01], [0.02, -0.07, -0.03], [-0.08, 0.04, 0.01], [-0.04, 0.11, -0.03], [0.08, 0.01, 0.04], [0.11, -0.06, -0.06], [0.10, -0.02, 0.06], [-0.04, 0.05, 0.00], [0.05, 0.11, -0.04], [0.25, 0.07, 0.01], [-1.27, -0.10, 1.09], [0.45, 0.68, 0.13], [-0.47, 0.24, 0.89], [0.72, 0.52, -1.50], [-1.27, 0.91, 1.30], [-0.09, -1.42, -0.73], [0.80, -1.19, -0.83], [-0.35, 1.09, 0.03], [0.09, -0.65, 0.41], [0.05, -0.10, 0.07], [-0.03, 0.19, 0.05], [-0.27, -0.04, 0.29], [0.57, -0.42, -1.29], [-0.36, 0.24, 0.60], [-0.09, -0.05, 0.08], [0.07, 0.02, 0.03], [0.20, -0.12, 0.12], [-0.04, -0.11, 0.00], [-0.16, -0.11, 0.08], [-0.09, 0.05, 0.02], [0.02, -0.02, 0.09], [0.00, 0.06, 0.01], [-0.02, 0.06, 0.16], [-0.02, 0.13, -0.17], [-0.18, -0.29, 0.32], [-0.46, -0.04, -0.47], [0.06, 0.03, -0.09], [-0.02, -0.01, -0.08], [-0.04, 0.03, 0.01], [0.00, 0.02, -0.01], [-0.05, -0.02, 0.03], [-0.04, -0.13, 0.06], [-0.13, 0.05, 0.01], [0.03, -0.04, -0.08], [0.11, 0.01, 0.06], [0.04, -0.10, 0.04], [-0.05, -0.04, 0.01], [-0.08, 0.01, -0.04], [-0.01, 0.07, -0.06], [0.10, 0.03, -0.05]],
  "lumo_ev": [-10.15, -9.73],
  "e_homo_ev": [-15.32, -15.32],
  "s_squared": 0.8727,
  "charge": 3,
  "spin_multiplicity": 2,
  "de_lowest_kj_mol": 0.00,
  "gap_ev": [5.17, 5.59]
}

***

# 2
{
  "formula": "C48H43HfN10S",
  "method": "ωB97M-V/def2-TZVPD",
  "elements": ["Hf", "C", "C", "N", "C", "C", "C", "C", "C", "C", "C", "N", "C", "C", "C", "C", "C", "C", "C", "C", "N", "C", "H", "H", "H", "H", "H", "H", "H", "H", "H", "H", "H", "H", "C", "N", "C", "C", "N", "C", "C", "C", "C", "C", "C", "N", "C", "N", "C", "C", "C", "C", "C", "C", "N", "H", "H", "H", "H", "H", "H", "H", "H", "H", "H", "H", "H", "H", "H", "H", "C", "C", "C", "C", "C", "C", "C", "C", "C", "C", "H", "H", "H", "H", "H", "H", "H", "H", "H", "H", "H", "H", "S", "C", "N", "C", "C", "C", "N", "H", "H", "H", "H"],
  "xyz": [[-0.333, -0.320, -0.119], [-0.001, -2.048, -4.324], [-0.074, -1.140, -3.266], [-0.460, -1.489, -2.059], [-0.820, -2.785, -1.805], [-0.698, -3.778, -2.796], [-0.290, -3.361, -4.080], [-0.982, -5.128, -2.482], [-1.322, -5.438, -1.202], [-1.478, -4.443, -0.207], [-1.324, -3.100, -0.492], [-1.590, -2.009, 0.307], [-2.292, -1.976, 1.488], [-2.892, -3.025, 2.169], [-3.671, -2.824, 3.325], [-3.908, -1.580, 3.823], [-3.341, -0.470, 3.159], [-3.619, 0.854, 3.557], [-3.135, 1.899, 2.832], [-2.298, 1.625, 1.748], [-1.936, 0.414, 1.388], [-2.505, -0.658, 2.037], [0.307, -1.707, -5.303], [0.216, -0.104, -3.398], [-0.208, -4.103, -4.868], [-0.905, -5.886, -3.252], [-1.493, -6.471, -0.927], [-1.684, -4.773, 0.793], [-2.823, -4.028, 1.802], [-4.108, -3.690, 3.808], [-4.541, -1.421, 4.687], [-4.256, 1.020, 4.419], [-3.362, 2.926, 3.081], [-1.935, 2.452, 1.157], [1.554, 2.633, -0.282], [0.120, 2.310, -0.294], [-0.556, 2.911, -1.456], [-1.672, 2.050, -1.949], [-1.935, 0.869, -1.461], [-3.064, 0.412, -2.165], [-3.786, -0.772, -2.041], [-4.869, -0.944, -2.883], [-5.235, 0.035, -3.821], [-4.531, 1.218, -3.942], [-3.441, 1.376, -3.094], [-2.529, 2.416, -2.927], [2.275, 1.587, -1.048], [1.755, 0.421, -1.299], [2.799, -0.337, -1.861], [2.854, -1.675, -2.254], [4.053, -2.157, -2.738], [5.189, -1.338, -2.836], [5.155, -0.017, -2.437], [3.943, 0.452, -1.945], [3.575, 1.682, -1.417], [1.898, 2.626, 0.754], [1.754, 3.630, -0.684], [-0.265, 2.684, 0.563], [0.173, 3.034, -2.258], [-0.941, 3.906, -1.222], [-3.511, -1.516, -1.303], [-5.455, -1.853, -2.816], [-6.093, -0.136, -4.458], [-4.822, 1.981, -4.654], [-2.510, 3.282, -3.440], [1.998, -2.329, -2.163], [4.126, -3.195, -3.036], [6.115, -1.756, -3.211], [6.031, 0.616, -2.492], [4.173, 2.477, -1.274], [0.840, -1.368, 3.326], [1.888, -1.413, 2.194], [2.760, -0.144, 2.314], [1.179, -1.416, 0.822], [2.731, -2.677, 2.422], [3.890, -2.682, 3.200], [4.612, -3.852, 3.421], [4.186, -5.053, 2.872], [3.025, -5.069, 2.111], [2.309, -3.899, 1.896], [0.218, -0.468, 3.204], [1.324, -1.353, 4.317], [0.183, -2.238, 3.282], [2.135, 0.726, 2.113], [3.573, -0.173, 1.581], [3.202, -0.005, 3.313], [1.643, -2.170, 0.173], [4.257, -1.762, 3.638], [5.513, -3.820, 4.024], [4.755, -5.961, 3.029], [2.673, -6.000, 1.679], [1.399, -3.935, 1.306], [0.529, 2.860, 2.938], [1.209, 2.572, 4.445], [1.096, 1.320, 4.997], [1.626, 0.969, 6.178], [2.305, 1.892, 6.900], [2.397, 3.172, 6.327], [1.891, 3.506, 5.165], [0.604, 0.634, 4.437], [1.485, -0.059, 6.486], [2.740, 1.653, 7.859], [2.924, 3.962, 6.854]],
  "forces_ev_per_angstrom": [[2.53, 0.38, 0.24], [-0.01, 0.05, -0.13], [-0.03, 0.17, -0.11], [-0.22, -0.56, 0.25], [-0.03, -0.03, 0.00], [0.02, 0.01, -0.09], [0.00, -0.11, -0.07], [0.01, -0.01, -0.11], [0.00, 0.08, 0.21], [0.15, -0.30, -0.16], [-0.39, 0.14, 0.30], [-0.90, -0.46, -0.32], [-0.04, -0.18, -0.27], [-0.08, -0.01, 0.11], [0.03, -0.10, -0.08], [-0.02, 0.07, 0.04], [0.06, -0.01, 0.03], [-0.12, 0.01, 0.10], [-0.02, 0.12, 0.00], [0.03, 0.15, 0.01], [-0.25, -0.57, 0.19], [0.02, -0.10, 0.03], [0.01, -0.01, 0.04], [-0.01, -0.03, -0.01], [0.00, 0.05, 0.04], [0.03, 0.05, 0.04], [0.01, 0.02, 0.02], [-0.02, -0.05, -0.04], [-0.03, -0.02, 0.04], [0.02, 0.02, -0.04], [0.05, 0.01, -0.02], [0.05, -0.01, -0.05], [0.01, -0.01, 0.00], [0.02, 0.01, 0.04], [-0.07, -0.06, -0.06], [0.05, -0.11, 0.01], [0.06, -0.11, 0.01], [-0.03, 0.01, 0.17], [-0.46, 0.11, -0.50], [0.18, 0.01, 0.17], [0.00, -0.07, 0.02], [0.01, 0.00, 0.00], [0.01, 0.00, 0.01], [-0.01, 0.00, -0.01], [0.02, 0.16, -0.05], [-0.12, 0.05, -0.15], [0.11, 0.10, 0.01], [-0.29, -0.34, -0.55], [-0.24, -0.06, 0.00], [-0.06, 0.00, 0.01], [0.04, 0.01, -0.02], [0.00, -0.01, 0.02], [0.04, 0.01, -0.02], [0.06, 0.17, 0.09], [0.12, -0.02, -0.05], [0.00, -0.06, 0.02], [-0.01, 0.07, 0.00], [0.01, 0.09, 0.04], [0.05, -0.02, -0.05], [0.00, 0.12, 0.01], [0.01, 0.02, -0.04], [0.03, 0.05, 0.00], [0.04, 0.00, 0.04], [0.02, -0.04, 0.02], [-0.01, 0.01, 0.02], [0.05, 0.00, 0.04], [-0.01, 0.04, 0.01], [-0.04, 0.01, 0.00], [-0.03, -0.03, 0.01], [0.02, 0.01, 0.02], [0.04, -0.06, 0.04], [0.01, -0.15, -0.28], [0.10, -0.13, 0.03], [-0.30, 1.09, 1.01], [-0.04, -0.02, 0.07], [0.01, -0.04, -0.05], [-0.07, 0.03, -0.02], [0.00, 0.05, -0.02], [-0.03, 0.05, 0.01], [0.02, -0.13, 0.05], [-0.07, -0.19, -0.15], [-0.07, -0.05, -0.13], [0.00, 0.07, 0.01], [0.02, 0.00, -0.02], [-0.07, 0.03, 0.06], [-0.03, -0.07, -0.12], [0.07, 0.15, -0.22], [-0.01, -0.02, -0.02], [-0.03, 0.01, -0.04], [-0.04, 0.04, 0.02], [0.01, 0.04, 0.02], [0.03, 0.03, 0.01], [-0.03, 0.14, 0.33], [0.27, 0.13, 0.24], [-0.15, 0.24, -0.20], [0.01, -0.22, 0.08], [0.08, 0.01, 0.21], [0.02, 0.15, -0.08], [-0.20, -0.10, -0.26], [0.08, -0.04, 0.05], [-0.04, 0.02, -0.03], [0.00, 0.04, -0.05], [-0.02, -0.03, -0.02]],
  "lumo_ev": [-2.48, -2.48],
  "e_homo_ev": [-7.32, -7.32],
  "charge": 1,
  "gap_ev": [4.84, 4.84]
}